No. 1
Entry from OMol25: C47H65BIrN10O3P as an isolated structure (the ωB97M-V functional and the def2-TZVPD basis).

Computed properties:
E_HOMO (alpha / beta)	-16.0 / -16.0	eV
HOMO-LUMO gap (alpha / beta)	0.233 / 0.199	Eh
relative energy (zero: lowest compared OMol25 entry of this formula, charge and spin)	15.5	kcal/mol

Structure (ORCA input):
```
! RIJCOSX wB97M-V def2-TZVPD def2/J DEFGRID3
* xyz 3 2
Ir -0.21 0.64 0.05
C 0.24 -2.18 5.04
C 0.80 -0.81 4.63
C 2.18 -0.93 3.99
C -0.21 0.07 3.91
C -1.30 0.54 4.64
C -1.82 1.59 3.91
N -1.12 1.71 2.80
N -0.14 0.75 2.71
B -1.21 2.94 1.88
N 0.11 3.21 1.12
C 0.82 4.33 1.22
C 1.88 4.26 0.34
C 1.78 3.05 -0.32
N 0.66 2.41 0.17
C 2.84 2.65 -1.34
C 3.02 3.78 -2.38
C 2.77 1.29 -2.05
N -2.34 2.68 0.93
C -3.49 3.35 0.89
C -4.32 2.70 0.02
C -3.62 1.59 -0.46
N -2.37 1.59 0.12
C -4.36 0.73 -1.48
C -3.58 -0.15 -2.47
C -5.50 -0.01 -0.78
H 0.93 -2.64 5.75
H 0.15 -2.85 4.19
H -0.73 -2.09 5.52
H 0.95 -0.27 5.57
H 2.11 -1.04 2.91
H 2.71 -1.78 4.40
H 2.78 -0.05 4.19
H -1.58 0.24 5.63
H -2.61 2.28 4.15
H -1.46 3.91 2.53
H 0.53 5.11 1.91
H 2.63 5.01 0.19
H 3.75 2.66 -0.74
H 2.12 3.95 -2.97
H 3.83 3.50 -3.06
H 3.29 4.72 -1.91
H 2.43 1.40 -3.08
H 2.14 0.58 -1.52
H 3.77 0.87 -2.10
H -3.63 4.24 1.48
H -5.33 2.97 -0.25
H -4.86 1.49 -2.08
H -2.50 -0.06 -2.37
H -3.85 0.11 -3.49
H -3.85 -1.20 -2.34
H -5.14 -0.73 -0.06
H -6.10 -0.54 -1.53
H -6.16 0.68 -0.26
C -2.56 3.03 -3.25
C -1.17 3.46 -2.81
C -1.23 4.39 -1.61
C -0.13 2.32 -2.70
C 0.16 1.90 -4.13
O 0.29 0.47 -4.08
C 0.01 0.04 -2.87
N -0.31 0.95 -1.99
C 0.21 -1.43 -2.84
C -0.01 -2.07 -4.06
C 0.41 -3.37 -4.28
C 1.12 -4.03 -3.29
C 1.30 -3.42 -2.06
C 0.80 -2.14 -1.79
P 0.86 -1.65 -0.05
C 2.52 -2.17 0.39
C 2.75 -3.02 1.48
C 4.01 -3.57 1.67
C 5.04 -3.27 0.80
C 4.82 -2.43 -0.29
C 3.57 -1.87 -0.49
C -0.13 -2.84 0.93
C -0.25 -4.17 0.55
C -0.95 -5.07 1.35
C -1.54 -4.64 2.53
C -1.45 -3.31 2.90
C -0.74 -2.42 2.11
H -3.09 3.88 -3.68
H -3.13 2.68 -2.40
H -2.55 2.24 -4.01
H -0.73 4.04 -3.63
H -1.52 3.86 -0.72
H -1.97 5.17 -1.79
H -0.27 4.88 -1.43
H 0.73 2.76 -2.23
H 1.09 2.30 -4.54
H -0.65 2.13 -4.81
H -0.49 -1.53 -4.86
H 0.22 -3.84 -5.24
H 1.53 -5.01 -3.47
H 1.86 -3.95 -1.30
H 1.95 -3.28 2.15
H 4.17 -4.24 2.51
H 6.02 -3.70 0.96
H 5.62 -2.22 -0.98
H 3.40 -1.25 -1.35
H 0.19 -4.54 -0.36
H -1.02 -6.10 1.05
H -2.07 -5.34 3.16
H -1.90 -2.96 3.82
H -0.67 -1.38 2.41
C 5.52 0.82 0.55
N 4.66 1.54 1.48
C 3.33 1.33 1.64
N 2.75 2.06 2.62
O 2.67 0.55 0.91
H 6.21 0.17 1.08
H 6.09 1.53 -0.05
H 4.89 0.22 -0.10
H 5.12 2.12 2.16
H 3.29 2.56 3.29
H 1.81 1.77 2.86
C -2.66 -3.16 -1.59
N -3.08 -2.45 -0.38
C -4.25 -3.00 0.30
C -2.51 -1.35 0.03
O -1.49 -0.84 -0.56
H -1.72 -2.76 -1.96
H -2.55 -4.22 -1.36
H -3.43 -3.05 -2.36
H -4.08 -4.06 0.49
H -5.13 -2.90 -0.34
H -4.42 -2.49 1.24
H -2.94 -0.88 0.91
*
```

***

No. 2
Entry from OMol25: a 4-piece molecular cluster, C47H67F3N5O3 overall (the ωB97M-V functional and the def2-TZVPD basis).

Computed properties:
E_HOMO	-10.7	eV
HOMO-LUMO gap	0.321	Eh

Structure (ORCA input):
```
! RIJCOSX wB97M-V def2-TZVPD def2/J DEFGRID3
* xyz 1 1
C 4.37 0.72 0.72
N 3.01 0.53 1.25
C 2.12 -0.17 0.35
C 0.69 0.43 0.37
N 0.74 1.86 0.32
C 1.49 2.48 -0.78
C -0.53 2.53 0.51
C -1.37 2.91 -0.70
O -0.92 2.79 1.61
C -0.07 -0.07 1.65
N 0.74 -0.74 2.67
C 0.83 -2.20 2.72
C 0.58 -0.12 3.96
C -0.11 -0.89 5.06
O 1.00 0.99 4.13
C -1.33 -0.75 1.07
O -2.09 -1.59 1.86
C -2.91 -0.90 2.81
C -4.30 -0.51 2.26
C -4.38 1.00 1.95
C -4.67 -1.34 1.03
C -6.07 -0.99 0.46
C -6.82 -2.29 0.13
C -6.00 -0.10 -0.80
C -0.99 -1.35 -0.30
C -0.30 -2.70 -0.23
C -0.38 -3.60 -1.44
C 0.37 -4.77 -1.43
C 0.36 -5.65 -2.50
C -0.40 -5.38 -3.64
C -0.39 -6.30 -4.82
C -1.16 -4.22 -3.64
C -1.15 -3.34 -2.57
N -0.14 -0.21 -0.81
C 0.46 -0.42 -2.17
C -0.34 0.23 -3.29
N -1.78 -0.03 -3.18
H 5.05 0.77 1.57
H 4.71 -0.11 0.10
H 4.46 1.66 0.19
H 3.07 0.02 2.11
H 2.54 -0.08 -0.66
H 2.06 -1.23 0.54
H 2.54 2.23 -0.71
H 1.41 3.56 -0.68
H 1.13 2.23 -1.79
H -1.02 2.49 -1.64
H -2.40 2.60 -0.51
H -1.35 3.99 -0.80
H -0.44 0.81 2.16
H -0.13 -2.71 2.65
H 1.29 -2.49 3.66
H 1.48 -2.58 1.95
H -0.68 -1.74 4.69
H -0.76 -0.20 5.59
H 0.64 -1.27 5.75
H -1.96 0.12 0.80
H -3.01 -1.57 3.66
H -2.38 -0.01 3.16
H -5.05 -0.73 3.02
H -5.40 1.36 1.96
H -3.77 1.58 2.65
H -3.98 1.19 0.95
H -4.67 -2.40 1.29
H -3.95 -1.17 0.23
H -6.66 -0.47 1.22
H -6.17 -2.94 -0.46
H -7.73 -2.07 -0.43
H -7.08 -2.81 1.05
H -6.27 -0.67 -1.69
H -4.99 0.29 -0.96
H -6.66 0.76 -0.72
H -1.92 -1.40 -0.86
H -0.75 -3.23 0.62
H 0.75 -2.55 0.00
H 0.97 -5.01 -0.56
H 0.95 -6.55 -2.44
H -1.40 -6.62 -5.07
H 0.23 -7.17 -4.63
H 0.03 -5.78 -5.68
H -1.76 -3.98 -4.51
H -1.77 -2.46 -2.63
H -0.85 0.50 -0.99
H 1.47 -0.01 -2.21
H 0.55 -1.49 -2.35
H -0.11 1.30 -3.39
H 0.03 -0.24 -4.21
H -2.21 0.02 -4.10
H -2.24 0.72 -2.67
F 7.27 -0.61 -0.10
C 8.31 0.20 0.19
C 8.90 0.92 -0.83
C 9.96 1.76 -0.53
C 10.43 1.85 0.77
C 9.82 1.12 1.78
C 8.75 0.28 1.50
H 8.52 0.82 -1.84
H 10.44 2.33 -1.31
H 11.26 2.50 1.00
H 10.18 1.19 2.80
H 8.26 -0.30 2.27
F 11.39 4.21 -2.40
C 10.28 4.96 -2.61
C 9.75 5.68 -1.56
C 8.62 6.44 -1.79
C 8.03 6.48 -3.04
C 8.59 5.74 -4.08
C 9.72 4.98 -3.87
H 10.22 5.63 -0.59
H 8.19 7.02 -0.97
H 7.15 7.08 -3.22
H 8.14 5.77 -5.07
H 10.18 4.40 -4.67
F -9.19 -2.38 2.21
C -9.86 -1.22 2.33
C -10.16 -0.75 3.59
C -10.85 0.45 3.70
C -11.22 1.16 2.57
C -10.91 0.66 1.31
C -10.22 -0.54 1.18
H -9.86 -1.31 4.46
H -11.09 0.84 4.69
H -11.76 2.09 2.66
H -11.21 1.20 0.42
H -9.97 -0.95 0.21
*
```

***

no.,calculated total energy (Eh),largest force on an atom (hartree/bohr)
1,-3072.9400,0.03142
2,-2629.9374,0.03519